1.
DFT (ωB97M-V/def2-TZVPD) results for a 12-piece molecular cluster, C6H38N2O11 overall at a distorted geometry.

CARTESIAN COORDINATES (ANGSTROEM)
O  -3.38005  0.05245  0.83879
O  2.29271  1.88689  0.70006
O  3.30284  0.10451  -0.76508
O  3.04002  0.52670  3.12390
O  0.48747  -2.41397  2.54555
O  0.81868  -3.65509  0.35187
O  -1.64655  1.36386  -4.48424
O  -3.18960  -0.33571  -3.16635
O  2.88489  -1.53364  1.33286
O  0.24017  0.25960  3.11126
O  -3.32602  1.66287  3.04870
N  -0.59207  1.52088  0.26029
N  1.88904  -2.37362  -2.04373
C  -0.44688  0.74940  -1.04270
C  -0.13637  -0.73778  -0.64692
C  0.77635  -1.79559  -2.77315
C  -0.44577  -1.64782  -1.87174
C  -0.70986  2.98661  0.15157
C  -2.00908  3.51404  -0.41128
H  2.31787  1.72868  1.66823
H  -3.58372  -0.89744  0.87228
H  0.02768  0.89775  2.40290
H  -1.35657  0.79924  -1.58506
H  0.36961  1.26080  -1.65805
H  1.69572  -3.19569  -1.44813
H  -2.05902  3.33475  -1.52042
H  -0.14924  -2.77622  3.16527
H  -2.64823  1.43745  3.70168
H  -1.50959  -1.39522  -2.13244
H  0.09857  3.26834  -0.60726
H  2.65724  -0.26383  2.67847
H  1.15060  -0.88981  -3.25456
H  -1.96109  0.49800  -4.15886
H  0.64237  -2.26444  -3.74941
H  -4.08851  -0.05268  -2.97635
H  -2.95296  3.13946  -0.02080
H  -0.75844  -0.88061  0.21031
H  -3.00950  1.98716  2.20251
H  1.42286  -4.09861  0.95581
H  2.63265  -1.47411  0.38738
H  1.81024  2.69257  0.52029
H  -1.40632  1.15226  0.69584
H  2.87729  0.86047  -0.28267
H  3.14490  -2.43845  1.50154
H  0.44038  -1.44038  2.56727
H  -0.36856  3.43228  1.08164
H  -3.56616  0.35288  1.72217
H  -2.79536  -0.29208  -2.29011
H  3.38427  0.33326  -1.69168
H  1.02390  0.69494  3.46753
H  -0.58583  -2.69818  -1.56434
H  2.31937  -1.68411  -1.47138
H  3.90116  0.46416  2.64147
H  -2.15804  4.57300  -0.33283
H  0.52548  -2.91208  0.92867
H  -1.51705  1.91113  -3.69955
H  0.95294  -0.76769  -0.54713

Forces on atoms 1 to 3 (eV/Å):
0.1 -1.0 -0.9
0.2 0.4 1.0
-0.1 -0.2 -0.1

Results
HOMO ... -8.53 eV
SMILES ... CCNCCCCN.O.O.O.O.O.O.O.O.O.O.O
Spin multiplicity ... 1
ΔE to the lowest compared entry with this formula, charge and spin ... 3.5274 eV
Orbital gap ... 8.552 eV

=====

2.
DFT (ωB97M-V/def2-TZVPD) results for a 14-piece molecular cluster, C6H39NO14 overall at a distorted geometry.

CARTESIAN COORDINATES (ANGSTROEM)
O  2.67326  -2.31989  -2.83825
O  1.48996  -0.07287  -3.50357
O  3.77102  -2.43426  -0.50550
O  -2.96296  -1.56370  3.02686
O  -0.93188  -3.25400  1.62445
O  1.06170  -2.22416  0.06531
O  -1.16902  1.58700  3.79384
O  -2.20369  3.00893  0.34789
O  2.98188  0.33231  -1.62270
O  1.49747  2.53719  -3.30760
O  3.54804  -2.42272  2.65873
O  -3.32714  2.37927  2.68735
O  -0.58301  3.39674  -1.67514
O  1.60179  0.16426  2.35648
N  0.69826  1.29106  -0.02457
C  -3.77575  -0.39142  -1.79850
C  -1.51942  0.01899  0.27950
C  -1.42923  -0.33418  -1.25942
C  0.57748  -0.28900  1.84397
C  -2.47093  0.30485  -2.07289
C  -0.21433  0.60105  0.88403
H  -0.61001  1.51174  1.57287
H  -2.05162  3.56135  1.28226
H  -2.25590  0.75440  0.61526
H  -0.70777  2.67325  -1.05241
H  2.08506  3.23122  -3.46108
H  3.94025  -2.23465  1.79207
H  0.73634  2.96684  -2.64660
H  -2.43910  -2.18208  2.68681
H  -4.18744  -0.15312  -0.87786
H  -1.79268  -0.99669  0.61617
H  -2.19293  -0.17830  -3.06032
H  -1.67880  -1.36702  -1.33795
H  -1.53337  0.63140  3.71119
H  -0.37998  -2.76990  1.02082
H  2.07901  -2.64852  -3.55903
H  -3.74677  1.60492  2.70501
H  -1.60490  3.35546  -1.90500
H  1.78127  -2.77404  0.28886
H  -0.22635  1.73836  3.71018
H  1.33881  1.88664  0.39708
H  1.47578  -1.80766  -0.64430
H  2.54701  -1.36655  -3.09030
H  -3.67044  -2.07725  3.36390
H  -2.44824  2.25638  3.10128
H  0.93315  -0.36752  -4.19831
H  1.44570  0.90288  -3.55130
H  -3.65168  -1.39005  -1.92515
H  -1.05912  -4.11064  1.15077
H  3.23068  -0.28065  -2.31737
H  0.99506  0.72748  -0.82653
H  3.73191  -2.95594  -1.26955
H  -2.52023  1.42092  -2.06836
H  2.79050  -1.87074  2.72500
H  3.62458  -1.54878  -0.77262
H  -0.42821  -0.22888  -1.79412
H  0.37662  -1.26702  1.79431
H  -4.55897  -0.05672  -2.44388
H  -3.17494  3.10202  0.42385
H  2.33362  0.89562  -2.10891

Forces on atoms 1 to 3 (eV/Å):
-1.2 0.4 -2.1
-0.2 0.0 -0.2
0.7 -0.4 2.9

Results
HOMO ... -8.81 eV
Spin multiplicity ... 1
ΔE to the lowest compared entry with this formula, charge and spin ... 7.0981 eV
Orbital gap ... 8.797 eV

=====

3.
DFT (ωB97M-V/def2-TZVPD) results for a 14-piece molecular cluster, C6H39NO14 overall at a distorted geometry.

CARTESIAN COORDINATES (ANGSTROEM)
O  -0.38328  -3.92870  0.42129
O  -2.17724  0.94081  3.16134
O  -0.81803  1.11379  -4.99806
O  0.62448  0.01713  3.53280
O  -2.51180  -1.66860  3.74995
O  1.63425  0.18403  -0.59246
O  -0.12752  -2.51218  2.88091
O  -2.68033  2.15241  -3.39348
O  3.05206  0.17553  2.20282
O  2.88277  -1.09037  -2.68539
O  0.84669  -0.89622  -4.40402
O  -4.33853  -0.88409  1.87567
O  2.48930  -2.46751  2.07507
O  1.74589  -2.57515  -0.62150
N  -0.46438  1.03007  -0.75374
C  1.41933  2.46958  -1.27187
C  0.93452  3.63943  -0.42089
C  -1.12110  -0.23059  -0.47288
C  1.37636  3.53314  1.03227
C  -1.68477  -0.86777  -1.72837
C  0.86970  1.13781  -0.83552
H  -0.45117  -0.93202  0.01108
H  2.74496  -0.34364  -2.06874
H  -0.89155  -0.98617  -2.49188
H  -3.52034  1.94497  -3.82216
H  2.76592  0.37468  1.29644
H  -1.96561  1.81862  -3.98303
H  2.50961  2.45485  -1.20812
H  1.02831  2.61998  1.51093
H  2.86481  -1.56253  2.18139
H  1.17137  2.66394  -2.31669
H  -1.03444  1.79938  -1.09634
H  2.17298  -2.71459  0.27417
H  1.55460  -2.41336  2.34911
H  -1.91377  -0.04721  0.24696
H  1.51084  -1.61085  -0.58143
H  -2.32830  1.78844  3.56196
H  -0.15967  3.75025  -0.49597
H  -0.36694  -3.43896  1.27566
H  1.17812  -1.43327  -5.13006
H  2.66501  -1.87769  -2.13326
H  0.79527  0.03555  4.48941
H  -1.09095  -2.19528  3.08634
H  1.26912  4.59817  -0.83692
H  1.04310  4.38043  1.63281
H  -2.12607  -1.83839  -1.53969
H  -0.39161  1.57376  -5.73103
H  -4.31283  -1.21932  0.96975
H  -3.82536  -0.07346  1.92228
H  0.01595  -3.24776  3.48825
H  -0.25468  0.36462  -4.68260
H  2.46106  3.49357  1.13469
H  1.58328  -0.92768  -3.72757
H  -3.28980  -1.80680  3.17231
H  -2.39320  -0.22239  -2.26267
H  0.41225  -0.91927  3.29986
H  -1.20354  0.83345  3.11372
H  0.35505  -3.57379  -0.12339
H  -2.39836  -0.69181  3.71138
H  2.24826  0.30902  2.74912

Forces on atoms 1 to 3 (eV/Å):
-0.1 0.3 0.4
0.6 -0.4 -0.5
-0.1 0.0 0.0

Results
HOMO ... -10.10 eV
Spin multiplicity ... 1
ΔE to the lowest compared entry with this formula, charge and spin ... 0.0000 eV
Orbital gap ... 9.919 eV

=====

4.
DFT (ωB97M-V/def2-TZVPD) results for C6H3AgO5 as an isolated structure at a distorted geometry.

CARTESIAN COORDINATES (ANGSTROEM)
Ag  3.28870  2.17710  -0.75980
O  -0.86516  -2.97609  -1.53264
O  1.72811  0.42705  -0.10001
O  -0.83255  2.00234  0.46715
O  -2.70360  2.11079  -0.80242
O  -1.79727  0.13546  -0.18474
C  1.56140  -0.78545  -0.28630
C  0.19432  -1.28172  0.02244
C  -1.90008  1.47871  -0.20033
C  -0.69298  -0.21626  0.57926
C  -0.39945  -2.22502  -0.84825
C  -0.08290  0.98788  0.98500
H  -0.23705  -1.51100  1.27576
H  2.34646  -1.50431  -0.56006
H  0.39206  1.18050  1.94495

Forces on atoms 1 to 3 (eV/Å):
0.1 0.0 0.0
0.0 0.1 0.0
1.6 -1.5 -0.6

Results
Net charge ... +2
HOMO ... -17.10 eV
Spin multiplicity ... 1
ΔE to the lowest compared entry with this formula, charge and spin ... 2.8152 eV
Orbital gap ... 7.352 eV

=====

5.
DFT (ωB97M-V/def2-TZVPD) results for C6H3BaF6NO5 as an isolated structure at a distorted geometry.

CARTESIAN COORDINATES (ANGSTROEM)
Ba  -0.20851  3.34966  2.23114
F  -2.20379  -0.61341  -1.86979
F  -2.15099  -2.30625  -0.18567
F  0.84858  -0.30887  -1.70684
F  -0.94360  -0.35893  1.84765
F  -3.08391  0.03242  0.90180
F  -0.03789  -2.46932  -2.16526
O  -2.34333  2.44524  -0.05356
O  2.42052  1.24043  0.30636
O  2.49782  -1.94111  -0.02672
O  0.55605  -2.85048  1.10550
O  1.02485  1.89847  2.16884
N  0.06857  2.20147  -0.15875
C  -1.61120  0.04691  0.55353
C  1.01198  -2.10917  0.08416
C  -1.44566  -1.05550  -0.64452
C  0.08353  -1.42333  -1.08024
C  1.13572  1.78402  0.81807
C  -1.28598  1.60174  0.11921
H  2.79901  -2.83400  -0.42006
H  2.50786  1.53132  -0.66844
H  0.36038  2.13870  -1.15639

Forces on atoms 1 to 3 (eV/Å):
-8.5 10.6 3.4
2.8 -0.9 4.3
2.9 4.6 -1.5

Results
Net charge ... +2
HOMO ... -17.40 eV
Spin multiplicity ... 1
Orbital gap ... 6.615 eV

=====

6.
DFT (ωB97M-V/def2-TZVPD) results for the molecule C6H3Br3N2S at a distorted geometry.

CARTESIAN COORDINATES (ANGSTROEM)
Br  0.71424  -0.73479  2.55827
Br  -0.03033  2.15899  -2.42460
Br  -0.47155  -1.30968  -2.02168
S  2.87977  0.30812  -0.72448
N  -1.33528  0.46583  0.80925
N  -2.02621  -2.73770  1.09110
C  0.55510  1.41070  -0.45633
C  0.51354  -1.09426  -0.32109
C  -0.52854  -0.68904  0.93452
C  -1.25683  -1.90550  1.07181
C  1.26410  0.15596  -0.49762
C  -0.81501  1.43593  0.19963
H  1.03659  2.26488  -0.15040
H  -1.60670  2.22862  0.03284
H  1.10710  -1.95806  -0.10122

Forces on atoms 1 to 3 (eV/Å):
-0.6 0.5 -0.7
0.7 -0.6 1.5
0.1 -0.5 0.7

Results
HOMO ... -9.87 eV
SMILES ... N#C[C@]1(Br)N=C[C@H](Br)C(=S)[C@@H]1Br
Spin multiplicity ... 1
ΔE to the lowest compared entry with this formula, charge and spin ... 0.2399 eV
Orbital gap ... 7.471 eV